[1]
{
  "formula": "C3H8FN2",
  "method": "wB97M-V/def2-TZVPD",
  "species": ["H", "H", "C", "N", "H", "H", "H", "H", "F", "C", "C", "N", "H", "H"],
  "coordinates": [[0.34, 0.78, -2.14], [-1.65, -0.71, 1.20], [-0.77, 0.05, -0.72], [1.62, -0.06, -0.78], [-0.87, 0.79, 1.39], [0.57, 1.72, -0.79], [-1.72, 0.53, -1.12], [0.09, -1.95, 1.13], [2.58, 0.73, -0.31], [0.10, -0.85, 1.40], [0.52, 0.72, -1.06], [-0.88, -0.07, 0.84], [-0.84, -1.03, -1.19], [0.90, -0.64, 2.15]],
  "e_homo_ev": [-14.197, -14.104],
  "e_tot_ev": -8924.99525,
  "total_charge": 1,
  "e_above_lowest_kcal_mol": 169.3
}

[2]
{
  "formula": "C3H8FN2",
  "method": "wB97M-V/def2-TZVPD",
  "species": ["N", "C", "F", "H", "H", "C", "N", "H", "C", "H", "H", "H", "H", "H"],
  "coordinates": [[-1.87, 0.37, 2.08], [0.99, 0.05, -2.08], [-0.10, 0.08, 0.58], [-0.09, 1.60, 1.93], [-2.53, 0.84, 1.50], [-0.55, 0.55, 1.87], [0.59, 1.07, -2.56], [-0.07, 1.34, -3.31], [1.38, -1.11, -1.40], [2.13, -0.98, -0.60], [1.89, -1.72, -2.19], [-0.02, -0.10, 2.68], [-2.25, -0.50, 2.28], [0.50, -1.48, -0.77]],
  "e_homo_ev": -13.618,
  "e_tot_ev": -8929.56342,
  "total_charge": 1,
  "e_above_lowest_kcal_mol": 63.9
}

[3]
{
  "formula": "C3H8FNS",
  "method": "wB97M-V/def2-TZVPD",
  "species": ["H", "H", "H", "C", "N", "H", "H", "H", "S", "H", "C", "H", "F", "C"],
  "coordinates": [[0.16, 0.46, -0.76], [2.45, 0.67, -0.60], [-1.99, 1.30, -0.92], [0.53, 0.41, 0.27], [-2.02, 0.31, -1.17], [-0.24, -0.48, 2.25], [2.30, -0.57, 0.81], [-0.12, -1.64, 0.70], [-2.53, -0.63, 0.18], [1.78, -0.93, -0.80], [1.92, -0.21, -0.13], [-2.74, 0.27, -1.87], [0.59, 1.67, 0.90], [-0.09, -0.62, 1.14]],
  "e_homo_ev": [-7.907, -7.967],
  "e_tot_ev": -18280.32504,
  "total_charge": 0,
  "e_above_lowest_kcal_mol": 70.9
}